C31H44N4P2Pt as an isolated structure in a non-equilibrium geometry, computed with ωB97M-V/def2-TZVPD.

Output
<S²>: 6.04
E_LUMO (spin up / spin down) in hartree: -0.191 / -0.346
Calculated total energy in Eh: -2227.81112
2S+1: 5
ΔE to the lowest compared entry with this formula, charge and spin in eV: 0.0000
Gap between HOMO and LUMO (spin up / spin down) in eV: 7.46 / 3.20
Net charge: +2

Geometry (Å):
Pt -0.37163 2.29999 -0.18063
C -1.58157 1.24714 -1.34869
C -0.89972 -0.05278 -1.75494
C 0.06010 0.15822 -2.94783
C 1.26229 1.05651 -2.64627
C 1.10101 2.17739 -1.63198
C 0.20213 3.29469 -1.86851
C -0.91585 3.22723 -2.88922
C -1.96750 2.14635 -2.53135
C 1.18677 2.91596 1.05722
H -2.51495 0.97918 -0.85095
H -1.71167 -0.72140 -2.10106
H -0.49635 0.56711 -3.80269
H 0.42910 -0.81776 -3.29357
H 2.10957 0.43358 -2.31448
H 1.58545 1.51525 -3.59645
H 2.07889 2.43924 -1.21799
H 0.61358 4.28906 -1.68182
H -0.53244 3.10662 -3.91176
H -1.42357 4.20175 -2.87911
H -2.89375 2.65477 -2.23534
H -2.21794 1.53564 -3.40634
H 0.80286 3.35934 1.97572
H 1.80287 3.62811 0.49471
H 1.77703 2.01768 1.28680
P 2.71188 -1.63367 0.04523
P -0.06325 -1.32752 -0.53375
N 4.29339 -1.24821 -0.61452
N 3.38570 -2.49252 1.40159
N -4.53615 1.11699 -0.29131
N -1.51602 -2.03292 0.13319
C 2.14595 -2.95806 -1.09162
C 0.63084 -2.78050 -1.42104
C 4.83575 0.04203 -0.61261
C 6.13614 -0.02492 -1.08687
C 6.41631 -1.40184 -1.37856
C 5.27894 -2.13104 -1.06043
C 3.47577 -1.98144 2.70713
C 4.12699 -2.92005 3.49301
C 4.47879 -4.02331 2.64847
C 4.04619 -3.72300 1.36703
C -5.06924 2.18090 0.38479
C -6.30802 2.57098 -0.20793
C -6.51660 1.68641 -1.29750
C -5.39193 0.80785 -1.31275
C -2.76091 -1.42880 0.34856
C -3.45238 -2.14119 1.30972
C -2.60175 -3.21013 1.73326
C -1.41668 -3.10244 1.03495
H 2.33334 -3.93839 -0.62873
H 2.75407 -2.91052 -2.00931
H 0.46700 -2.65455 -2.50091
H 0.07928 -3.67778 -1.10936
H 4.22996 0.86732 -0.26093
H 6.81480 0.80706 -1.20738
H 7.33362 -1.80887 -1.78125
H 5.06615 -3.18831 -1.13368
H 3.05230 -1.01142 2.93610
H 4.33188 -2.83723 4.55264
H 4.98026 -4.93871 2.94076
H 4.11928 -4.27476 0.44004
H -4.58089 2.64267 1.23605
H -6.92781 3.39735 0.12156
H -7.34151 1.66395 -2.00146
H -5.19504 0.00748 -2.02090
H -3.08048 -0.57924 -0.23137
H -4.44885 -1.90867 1.66071
H -2.83778 -3.97603 2.45656
H -0.51270 -3.69895 1.05721
C -2.46805 1.55110 3.67674
C -1.26251 1.60562 2.73988
C -0.46047 0.30954 2.76168
C -1.76211 1.96229 1.34348
H -3.17753 0.78158 3.34978
H -2.99051 2.51063 3.67657
H -2.16406 1.32380 4.70436
H -0.59717 2.41888 3.04908
H -1.12242 -0.56429 2.78051
H 0.19384 0.21412 1.88709
H 0.17296 0.25869 3.65811
H -2.29603 2.92914 1.38105
H -2.51719 1.21406 1.05376